(A)
Here is the ion C4H11N2 with charge +1 from OMol25. Energies are from ωB97M-V/def2-TZVPD.

Summary:
- structure (SMILES) = N/C=C/CC[NH3+]
- net charge = +1
- HOMO energy (hartree) = -0.4396
- LUMO energy (eV) = -3.50

Positions of all 17 atoms, in Å:
N  -2.07  -1.28  -1.74
C  -1.50  -0.88  -0.57
C  -0.18  -0.85  -0.30
C  0.33  -0.42  1.07
C  0.61  1.09  1.14
N  1.65  1.42  0.07
H  -1.40  -1.76  -2.30
H  -3.03  -1.50  -1.82
H  -2.08  -0.17  0.03
H  0.52  -1.41  -0.92
H  -0.54  -0.61  1.70
H  1.25  -0.93  1.38
H  -0.33  1.55  0.88
H  1.08  1.40  2.07
H  1.78  2.38  -0.23
H  1.37  0.96  -0.82
H  2.53  1.01  0.36

natural (NBO) population analysis, charges in e, atoms 1 to 2:
1. N -0.7717
2. C 0.0818

---

(B)
Here is the ion C4H11N2 with charge +1 from OMol25. Energies are from ωB97M-V/def2-TZVPD.

Summary:
- structure (SMILES) = CC/[N+](C)=N\C
- net charge = +1
- HOMO energy (spin up / spin down) (hartree) = -0.5682 / -0.5758
- LUMO energy (spin up / spin down) (eV) = -6.61 / -6.05

Positions of all 17 atoms, in Å:
C  1.92  0.09  0.35
C  0.71  -0.44  -0.50
N  -0.46  0.41  -0.35
C  -0.26  1.73  -0.72
N  -1.92  0.14  0.19
C  -2.15  -1.13  0.53
H  2.19  1.24  0.04
H  1.66  0.00  1.41
H  2.79  -0.54  -0.04
H  0.57  -1.53  -0.31
H  0.93  -0.37  -1.50
H  0.14  2.16  0.24
H  -1.17  2.23  -0.86
H  0.39  1.69  -1.50
H  -2.63  -1.04  1.50
H  -1.21  -1.74  0.53
H  -2.91  -1.51  -0.08

natural (NBO) population analysis, charges in e, atoms 1 to 2:
1. C -0.6119
2. C -0.2814

---

(C)
Here is a cluster of 2 separate species, C4H11N2 in total from OMol25. Energies are from ωB97M-V/def2-TZVPD.

Summary:
- net charge = +1
- HOMO energy (hartree) = -0.5386
- LUMO energy (eV) = -3.41

Positions of all 17 atoms, in Å:
C  0.26  -0.32  1.42
C  -0.19  -0.72  0.09
C  -0.93  -1.37  -0.91
C  2.13  0.42  -0.54
N  0.97  -0.21  0.12
N  -1.51  1.22  0.30
H  -0.14  0.54  1.82
H  0.77  -0.96  2.13
H  -1.01  -0.83  -1.88
H  -1.89  -1.52  -0.41
H  -0.52  -2.40  -1.03
H  1.88  0.27  -1.51
H  2.25  1.47  -0.23
H  3.05  -0.16  -0.24
H  -1.26  2.06  0.86
H  -2.44  0.96  0.66
H  -1.42  1.54  -0.65

natural (NBO) population analysis, charges in e, atoms 1 to 2:
1. C -0.1938
2. C 0.4953

---

Relative energies with respect to the most stable structure, expressed in kcal/mol: (A) 0.0; (B) 99.2; (C) 46.7.

---

(A)
Here is the ion C4H11N2 with charge +1 from OMol25. Energies are from ωB97M-V/def2-TZVPD.

Summary:
- structure (SMILES) = C=[N+](C)N(C)C
- net charge = +1
- HOMO energy (hartree) = -0.5022
- LUMO energy (eV) = -4.48

Positions of all 17 atoms, in Å:
C  1.39  -1.36  -0.10
N  0.76  -0.21  0.01
C  1.61  0.98  -0.06
N  -0.56  -0.17  0.23
C  -1.16  1.22  0.42
C  -1.49  -1.10  -0.19
H  0.85  -2.20  0.21
H  2.38  -1.58  -0.30
H  1.56  1.69  0.88
H  2.66  0.62  -0.24
H  1.26  1.60  -1.00
H  -1.98  1.26  1.13
H  -0.37  1.93  0.63
H  -1.63  1.55  -0.61
H  -1.58  -2.15  0.40
H  -2.41  -0.61  -0.20
H  -1.29  -1.48  -1.20

natural (NBO) population analysis, charges in e, atoms 1 to 2:
1. C -0.0590
2. N -0.0324

---

(B)
Here is the ion C4H11N2 with charge +1 from OMol25. Energies are from ωB97M-V/def2-TZVPD.

Summary:
- structure (SMILES) = CN1C[C@@]1(C)[NH3+]
- net charge = +1
- HOMO energy (hartree) = -0.5187
- LUMO energy (eV) = -3.78

Positions of all 17 atoms, in Å:
C  2.12  0.12  0.49
N  0.58  0.85  0.37
C  0.15  1.00  -1.01
C  -0.59  0.13  -0.07
C  -1.83  0.48  0.64
N  -0.54  -1.39  -0.43
H  2.37  -0.31  -0.43
H  2.69  0.91  0.75
H  2.06  -0.29  1.47
H  0.75  0.47  -1.73
H  -0.23  1.91  -1.18
H  -2.71  -0.05  0.12
H  -1.76  1.46  1.13
H  -1.89  -0.01  1.62
H  -1.10  -1.69  -1.21
H  -0.42  -1.86  0.40
H  0.33  -1.71  -0.93

natural (NBO) population analysis, charges in e, atoms 1 to 2:
1. C -0.4077
2. N -0.3667

---

(C)
Here is the ion C4H11N2 with charge +1 from OMol25. Energies are from ωB97M-V/def2-TZVPD.

Summary:
- structure (SMILES) = C=[NH+]CCCN
- net charge = +1
- HOMO energy (hartree) = -0.5287
- LUMO energy (eV) = -4.85

Positions of all 17 atoms, in Å:
C  -1.87  -1.69  -0.06
N  -0.88  -0.91  0.01
C  -0.40  -0.13  -1.18
C  0.21  1.14  -0.64
C  1.45  0.61  0.20
N  0.92  0.40  1.62
H  -2.07  -2.31  -0.84
H  -2.44  -1.69  0.91
H  -0.47  -0.62  1.04
H  -1.35  0.09  -1.86
H  0.29  -0.81  -1.79
H  -0.50  1.80  -0.14
H  0.67  1.65  -1.50
H  2.27  1.38  0.31
H  1.73  -0.26  -0.28
H  1.59  -0.01  2.25
H  0.86  1.36  1.96

natural (NBO) population analysis, charges in e, atoms 1 to 2:
1. C 0.1385
2. N -0.4556

---

(D)
Here is the ion C4H11N2 with charge +1 from OMol25. Energies are from ωB97M-V/def2-TZVPD.

Summary:
- structure (SMILES) = [H]/N=C/[C@H](C)[NH2+]C
- net charge = +1
- HOMO energy (hartree) = -0.5649
- LUMO energy (eV) = -3.33

Positions of all 17 atoms, in Å:
H  -2.91  -1.07  -0.55
N  -1.95  -0.98  -0.29
C  -1.80  0.08  0.37
C  -0.12  0.52  0.42
C  0.05  1.82  -0.24
N  0.54  -0.57  -0.36
C  1.63  -1.37  0.20
H  -2.34  1.00  0.54
H  0.32  0.42  1.46
H  -0.77  2.15  -0.88
H  0.13  2.60  0.59
H  0.98  1.70  -0.86
H  0.95  -0.31  -1.22
H  -0.28  -1.26  -0.58
H  1.29  -1.47  1.30
H  1.67  -2.42  -0.04
H  2.61  -0.83  0.14

natural (NBO) population analysis, charges in e, atoms 1 to 2:
1. H 0.3946
2. N -0.6308

---

Relative energies with respect to the most stable structure, expressed in kcal/mol: (A) 35.0; (B) 48.5; (C) 1.9; (D) 0.0.

---

(A)
Here is a cluster of 2 separate species, C4H11N2 in total from OMol25. Energies are from ωB97M-V/def2-TZVPD.

Summary:
- net charge = +1
- HOMO energy (hartree) = -0.5325
- LUMO energy (eV) = -4.83

Positions of all 17 atoms, in Å:
C  2.13  0.37  0.25
C  0.69  0.98  0.21
C  2.61  -0.73  -0.30
C  -1.66  1.58  -0.09
N  -0.58  0.63  0.04
N  -1.36  -2.01  0.12
H  2.74  0.96  0.89
H  0.85  2.15  0.10
H  -0.92  -0.31  0.40
H  2.02  -1.40  -1.01
H  3.77  -0.83  -0.31
H  -2.53  1.16  0.57
H  -1.21  2.62  -0.06
H  -2.17  1.51  -1.07
H  -2.07  -1.80  -0.55
H  -1.70  -2.31  1.00
H  -0.59  -2.58  -0.22

natural (NBO) population analysis, charges in e, atoms 1 to 2:
1. C -0.2940
2. C 0.2584

---

(B)
Here is the ion C4H11N2 with charge +1 from OMol25. Energies are from ωB97M-V/def2-TZVPD.

Summary:
- structure (SMILES) = CC/C([NH3+])=C/N
- net charge = +1
- HOMO energy (hartree) = -0.5175
- LUMO energy (eV) = -3.47

Positions of all 17 atoms, in Å:
C  -0.73  -2.22  -0.11
C  -0.90  -0.79  -0.64
C  0.02  0.29  -0.15
N  0.09  1.49  -1.03
C  0.70  0.38  0.98
N  1.28  1.62  1.35
H  0.17  -2.38  0.47
H  -0.72  -2.92  -0.94
H  -1.57  -2.53  0.52
H  -0.78  -0.81  -1.72
H  -1.91  -0.47  -0.41
H  -0.59  1.45  -1.78
H  -0.12  2.29  -0.42
H  1.02  1.60  -1.44
H  0.60  -0.43  1.70
H  1.14  1.84  2.33
H  2.30  1.59  1.28

natural (NBO) population analysis, charges in e, atoms 1 to 2:
1. C -0.6144
2. C -0.4546

---

Relative energies with respect to the most stable structure, expressed in kcal/mol: (A) 35.3; (B) 0.0.

---

(A)
Here is the ion C4H11N2 with charge +1 from OMol25. Energies are from ωB97M-V/def2-TZVPD.

Summary:
- structure (SMILES) = CCC/[NH+]=C\N
- net charge = +1
- HOMO energy (hartree) = -0.5598
- LUMO energy (eV) = -3.83

Positions of all 17 atoms, in Å:
C  1.90  -0.95  -1.37
C  1.57  0.48  -0.96
C  0.44  0.53  0.11
N  -0.91  0.25  -0.35
C  -1.79  -0.13  0.59
N  -1.53  -0.06  1.92
H  2.07  -1.56  -0.48
H  1.20  -1.40  -2.04
H  2.83  -1.11  -2.02
H  1.34  1.28  -1.71
H  2.52  0.86  -0.40
H  0.30  1.61  0.58
H  0.91  -0.11  0.89
H  -1.13  0.44  -1.32
H  -2.86  -0.60  0.39
H  -2.20  -0.42  2.64
H  -0.59  0.17  2.25

natural (NBO) population analysis, charges in e, atoms 1 to 2:
1. C -0.6404
2. C -0.4153

---

(B)
Here is the ion C4H11N2 with charge +1 from OMol25. Energies are from ωB97M-V/def2-TZVPD.

Summary:
- net charge = +1
- HOMO energy (spin up / spin down) (hartree) = -0.4396 / -0.4450
- LUMO energy (spin up / spin down) (eV) = -4.32 / -4.17

Positions of all 17 atoms, in Å:
C  -1.96  0.02  -0.77
C  0.61  -0.43  -0.12
C  1.46  0.01  1.09
C  -0.46  1.75  -0.03
N  -0.67  0.32  -0.38
N  0.44  -1.85  -0.28
H  -2.42  0.79  -1.42
H  -2.24  -1.03  -0.98
H  1.94  0.94  0.81
H  2.27  -0.72  1.26
H  0.98  0.26  2.07
H  -0.85  2.34  -0.93
H  -1.01  2.10  0.83
H  0.62  2.03  0.01
H  -0.25  -1.94  -1.04
H  0.20  -2.41  0.65
H  1.35  -2.16  -0.78

natural (NBO) population analysis, charges in e, atoms 1 to 2:
1. C -0.1915
2. C 0.0825

---

(C)
Here is a structure of composition C4H11N2 from OMol25. Energies are from ωB97M-V/def2-TZVPD.

Summary:
- net charge = +1
- HOMO energy (hartree) = -0.4999
- LUMO energy (eV) = -3.85

Positions of all 17 atoms, in Å:
C  1.23  1.72  1.12
C  -0.10  1.11  0.71
C  -0.60  -1.76  -1.74
C  -0.24  -0.36  0.39
N  0.82  1.32  2.38
N  -0.66  -0.42  -1.04
H  2.07  1.20  0.55
H  1.30  2.78  1.11
H  -1.03  1.65  0.96
H  -1.27  -1.69  -2.63
H  0.51  -1.73  -2.03
H  -0.75  -2.57  -1.02
H  -1.20  -0.62  0.84
H  0.63  -1.08  0.39
H  1.16  0.38  2.65
H  -0.22  0.26  -1.57
H  -1.63  -0.19  -1.05

natural (NBO) population analysis, charges in e, atoms 1 to 2:
1. C -0.2629
2. C -0.1833

---

Relative energies with respect to the most stable structure, expressed in kcal/mol: (A) 0.0; (B) 74.0; (C) 70.7.

---

(A)
Here is the ion C4H11N2 with charge +1 from OMol25. Energies are from ωB97M-V/def2-TZVPD.

Summary:
- structure (SMILES) = NCC/C=C/[NH3+]
- net charge = +1
- HOMO energy (hartree) = -0.4981
- LUMO energy (eV) = -3.76

Positions of all 17 atoms, in Å:
N  -1.70  1.13  0.00
C  -1.81  0.06  -1.00
C  -0.77  -0.97  -0.61
C  0.54  -0.30  -0.34
C  1.37  -0.61  0.66
N  2.40  0.36  1.13
H  -2.57  0.92  0.58
H  -1.99  1.95  -0.47
H  -1.42  0.39  -2.11
H  -2.89  -0.40  -1.14
H  -1.11  -1.47  0.37
H  -0.74  -1.77  -1.52
H  0.59  0.35  -1.18
H  1.18  -1.42  1.36
H  2.46  1.16  0.45
H  3.40  0.18  1.28
H  2.26  0.61  2.15

natural (NBO) population analysis, charges in e, atoms 1 to 2:
1. N -0.8469
2. C -0.2252

---

(B)
Here is the ion C4H11N2 with charge +1 from OMol25. Energies are from ωB97M-V/def2-TZVPD.

Summary:
- structure (SMILES) = C[N@@H+]1CC[C@H]1N
- net charge = +1
- HOMO energy (hartree) = -0.5279
- LUMO energy (eV) = -2.80

Positions of all 17 atoms, in Å:
C  -1.84  0.39  0.27
N  -0.42  0.30  0.44
C  0.56  1.37  0.23
C  1.61  0.36  -0.01
C  0.38  -0.65  -0.52
N  0.39  -2.07  -0.33
H  -2.40  -0.57  0.31
H  -2.44  1.19  0.92
H  -1.94  0.67  -0.77
H  -0.21  -0.12  1.29
H  0.60  2.11  1.08
H  0.46  1.85  -0.89
H  2.30  0.70  -0.79
H  2.07  -0.02  0.90
H  0.07  -0.31  -1.59
H  1.01  -2.54  0.43
H  -0.21  -2.65  -0.97

natural (NBO) population analysis, charges in e, atoms 1 to 2:
1. C -0.4541
2. N -0.3772

---

Relative energies with respect to the most stable structure, expressed in kcal/mol: (A) 12.5; (B) 0.0.

---

(A)
Here is a cluster of 2 separate species, C3H7NO2 in total from OMol25. Energies are from ωB97M-V/def2-TZVPD.

Summary:
- structure (SMILES) = N=C=O.CCO
- net charge = 0
- HOMO energy (hartree) = -0.3820
- LUMO energy (eV) = 0.68

Positions of all 13 atoms, in Å:
N  -1.11  -1.38  -1.35
C  -0.80  -0.34  -1.91
O  -0.66  0.60  -2.59
H  -0.66  -1.65  -0.47
C  -0.39  0.90  0.16
C  0.92  0.26  0.58
O  0.59  -1.02  1.11
H  -1.11  0.15  -0.24
H  -0.99  1.16  1.01
H  -0.22  1.78  -0.47
H  1.65  0.16  -0.25
H  1.40  0.90  1.34
H  1.41  -1.46  1.38

natural (NBO) population analysis, charges in e, atoms 1 to 2:
1. N -0.7867
2. C 0.8513

---

(B)
Here is a cluster of 2 separate species, C3H7NO2 in total from OMol25. Energies are from ωB97M-V/def2-TZVPD.

Summary:
- structure (SMILES) = CC=O.NC=O
- net charge = 0
- HOMO energy (hartree) = -0.3677
- LUMO energy (eV) = 0.49

Positions of all 13 atoms, in Å:
C  0.91  1.35  -2.02
C  1.69  2.09  -0.94
O  1.66  3.25  -0.65
H  0.70  0.39  -1.54
H  0.08  1.98  -2.32
H  1.54  1.19  -2.90
H  2.29  1.31  -0.42
N  -1.01  -2.44  1.95
C  -1.80  -1.31  1.84
O  -2.82  -1.09  2.43
H  -0.27  -2.64  1.32
H  -1.45  -3.24  2.36
H  -1.53  -0.84  0.89

natural (NBO) population analysis, charges in e, atoms 1 to 2:
1. C -0.7244
2. C 0.4600

---

(C)
Here is the molecule C3H7NO2 from OMol25. Energies are from ωB97M-V/def2-TZVPD.

Summary:
- structure (SMILES) = O=CNCCO
- net charge = 0
- HOMO energy (hartree) = -0.3615
- LUMO energy (eV) = 0.81

Positions of all 13 atoms, in Å:
O  1.82  0.12  1.31
C  1.96  0.06  0.10
N  0.98  0.33  -0.79
C  -0.37  0.62  -0.33
C  -1.12  -0.66  0.08
O  -2.29  -0.35  0.81
H  2.92  -0.20  -0.38
H  1.15  0.18  -1.77
H  -0.27  1.27  0.54
H  -0.91  1.16  -1.10
H  -1.43  -1.22  -0.80
H  -0.44  -1.29  0.67
H  -2.01  -0.02  1.67

natural (NBO) population analysis, charges in e, atoms 1 to 2:
1. O -0.6182
2. C 0.5222

---

Relative energies with respect to the most stable structure, expressed in kcal/mol: (A) 26.4; (B) 17.3; (C) 0.0.